127
Properties=species:S:1:pos:R:3:forces:R:3:lowdin_charge:R:1 method="wB97M-V/def2-TZVPD" orbital_gap_ev="6.59 / 5.42" lumo_energy_ev="-2.9042 / -3.5198" relative_energy_kcal_mol=0.00 mol_weight_da=1309.8 total_charge=+1
C 2.2919 0.8588 -2.7555 0.1 -0.1 0.0 -0.307
H 5.4106 -1.7100 -3.5660 0.0 0.0 0.0 0.080
C 2.4786 -2.1923 -1.8009 0.2 0.0 0.1 -0.265
H -3.3458 -0.4555 -6.7507 0.0 0.0 0.0 0.110
H 3.8701 1.2401 4.0570 0.0 0.0 -0.1 0.106
H 3.8574 3.1764 -6.6790 0.0 0.0 0.0 0.085
H 2.5974 4.2841 -6.1487 0.0 0.0 0.0 0.081
As 1.5781 -0.4596 -1.4933 -0.2 -0.2 0.0 1.330
C -0.7208 3.2961 -2.6903 0.1 -0.1 0.0 -0.009
C -0.6683 4.0432 3.2440 0.0 -0.1 0.0 -0.444
C 2.9436 0.7995 2.1809 0.1 0.0 0.1 -0.050
H -3.5822 -2.6853 -1.2070 0.0 0.0 0.1 0.061
C -3.3447 -0.4460 -5.6674 0.0 0.0 0.1 -0.066
N -1.5388 2.5211 -0.5840 0.2 0.1 0.0 0.046
C 3.3472 1.7579 -2.5104 0.0 0.1 -0.1 -0.271
C -5.7013 2.4451 2.0724 0.0 0.0 0.0 -0.020
S -3.2685 -0.3354 -1.1344 0.3 0.2 0.1 0.898
H 1.8365 -5.4094 -0.9203 0.0 0.0 0.0 0.121
N 0.3508 0.0996 3.7052 -0.2 -0.2 0.2 0.091
H 5.0888 2.3606 -1.4257 0.0 0.0 0.0 0.082
H 0.8742 -0.8302 -5.0551 0.0 0.0 0.0 0.095
H -1.2702 4.5190 2.4771 0.1 -0.1 0.1 0.089
C -0.5569 2.6454 -1.4655 -0.1 0.1 0.1 -0.105
H 2.5418 -1.6370 7.1614 0.0 0.0 0.0 0.114
C -2.7269 -0.5973 5.0655 0.0 -0.1 -0.1 -0.571
H -4.5942 1.2964 -5.5301 0.0 0.0 0.0 0.110
C 2.3756 -4.5651 -1.3429 -0.1 0.0 0.0 -0.025
H 4.4466 0.8044 -0.8966 -0.1 0.0 0.0 0.060
H -5.1415 -1.7960 -1.0731 0.1 0.0 0.0 0.070
C 3.6460 0.4732 3.3224 0.1 0.0 -0.1 -0.095
H 4.5089 3.3540 -3.3239 0.0 0.0 0.0 0.116
H 4.0992 -2.8435 2.7555 0.0 0.1 0.0 0.112
C -2.7375 3.0314 -0.8683 -0.1 -0.2 0.2 -0.185
C -3.7957 2.8243 0.1496 0.2 0.0 0.1 -0.167
C 0.7692 -2.3887 3.7308 -0.1 0.1 0.0 -0.023
C 4.2636 -3.6711 -2.4714 0.0 0.0 0.0 -0.015
C -1.9530 3.8347 -2.9843 0.0 0.1 -0.1 0.018
N -0.4462 2.7637 3.2890 0.0 0.1 0.1 -0.040
H 0.1133 3.3681 -3.3784 0.0 0.0 0.0 0.107
C 1.4596 -0.8390 5.4591 0.0 0.1 0.0 -0.192
C -2.6539 -2.6473 3.7608 0.0 0.2 0.0 -0.590
N -2.5321 -0.5174 2.6227 0.0 -0.1 0.3 -0.145
H -2.7436 -4.4625 4.8625 0.0 0.0 0.0 0.108
N -3.4851 2.0927 1.2394 0.0 0.1 -0.1 0.056
C -2.6269 -1.1883 3.7360 0.0 0.0 -0.1 -0.490
H 1.6996 1.0594 6.4166 0.0 0.0 0.0 0.163
H 4.6327 -1.0938 4.4283 0.0 0.0 0.0 0.108
C 3.0421 2.7123 -4.7404 0.0 0.0 0.0 -0.263
C 3.7842 -1.8190 2.5886 0.0 0.1 -0.1 -0.078
H 2.8795 -2.2683 0.7035 0.0 0.0 0.0 0.090
C 0.7121 3.4956 5.1442 0.1 0.1 0.1 -0.335
C 2.0151 1.8078 -4.9627 -0.1 0.0 -0.1 -0.032
C 2.0483 -1.8450 6.2198 0.0 0.1 0.0 -0.015
H 1.4950 1.8129 -5.9190 0.0 0.0 0.1 0.127
C -4.3275 4.2607 -2.2809 0.2 -0.2 0.2 -0.352
C -4.1065 -1.8583 -0.7277 0.0 -0.1 -0.1 -0.222
H -4.5877 1.3108 -3.0444 0.1 0.0 0.0 0.102
C -6.0302 3.1716 0.9535 -0.1 0.1 -0.1 0.015
H 5.2287 -3.8156 -2.9488 0.0 0.0 0.0 0.120
H 4.9004 -0.5685 -2.3260 0.0 -0.1 -0.1 0.068
H -6.4188 2.2713 2.8630 0.0 0.0 0.0 0.115
H 3.5772 -6.9004 -1.5595 0.0 0.0 0.0 0.074
H 2.5961 1.8124 2.0078 0.0 0.0 0.0 0.109
H 1.3173 3.5099 6.0394 0.0 0.0 -0.1 0.082
H -2.0288 -2.1347 -3.0297 0.0 0.1 0.0 0.114
C 1.9755 -3.1253 5.7065 0.0 0.0 0.0 -0.075
H 0.4000 2.2207 -1.1806 0.0 0.0 0.0 0.083
Cl -2.5139 -3.5020 2.2664 0.0 0.1 0.0 0.724
C -2.8205 -2.7328 6.1453 0.0 0.0 0.1 -0.053
H -0.2785 -3.8580 -1.1716 0.0 0.0 0.0 0.086
C 0.5132 -0.0696 -4.3578 0.1 0.1 -0.1 -0.071
C -2.6128 -1.4059 -3.5838 0.0 0.0 -0.1 -0.084
H -2.8897 -3.3134 7.0568 0.0 0.0 -0.1 0.113
H 5.1781 -6.1628 -1.4263 0.0 0.0 0.0 0.084
H -2.8992 -0.8372 7.1706 0.0 0.0 0.0 0.106
C 3.6113 -4.7727 -1.9243 0.1 -0.1 0.0 -0.259
C 3.4524 3.6963 -5.8080 0.0 -0.1 0.1 -0.043
C 0.3498 2.4419 4.3687 -0.2 -0.3 -0.1 -0.348
Sn -1.1732 0.6823 1.5823 0.0 0.0 -0.3 1.267
C 1.7909 -3.3001 -1.2764 -0.1 0.0 0.0 -0.309
C 1.3451 -3.3945 4.4781 0.0 0.0 0.0 -0.074
H 4.4647 -6.4229 -3.0122 0.0 0.0 0.0 0.084
N -6.5132 4.6288 -1.5355 0.0 0.0 0.0 -0.221
Cl -2.7632 1.1259 5.2214 0.1 0.0 -0.1 0.751
C -4.4176 1.9120 2.1668 0.0 -0.1 -0.1 -0.129
H 4.2149 4.3839 -5.4416 0.0 0.0 0.0 0.076
C -4.0480 0.5373 -4.9848 0.0 0.0 0.0 -0.063
C 3.0954 -1.4996 1.4307 0.1 0.1 0.1 -0.009
H -4.1283 1.2965 3.0097 0.0 0.1 -0.1 0.043
C 4.1720 1.7982 -1.2467 -0.1 0.0 0.0 -0.060
Se -6.3693 5.3859 -3.1348 -0.3 0.3 -0.3 1.137
O -1.8154 -0.5316 -0.7480 -0.6 0.0 0.1 -0.673
C -3.3303 -0.4256 -2.9101 0.1 0.0 0.0 -0.383
C -2.7423 -3.3827 4.9164 0.0 0.0 0.0 -0.115
H 2.4211 -3.9426 6.2599 0.0 0.0 0.0 0.107
C -2.9907 3.7089 -2.0591 -0.2 0.1 0.0 -0.100
H 3.6275 2.2795 -0.4344 0.0 0.0 0.0 0.071
C 4.0739 -0.8395 3.5358 0.0 0.0 -0.1 -0.080
C 4.5407 -1.2856 -3.0657 0.0 -0.1 0.1 -0.034
N 2.0638 0.2898 0.0588 0.4 0.2 0.3 -0.158
C 4.2377 -6.1428 -1.9814 0.0 0.1 0.0 -0.044
C 3.6894 2.6662 -3.5108 0.0 0.0 0.0 -0.011
H 3.9646 -0.7312 -3.8046 0.0 0.0 0.0 0.075
C 0.4268 -3.2365 -0.6126 0.1 -0.1 0.0 -0.077
H 0.4750 -3.6486 0.3997 0.0 0.0 0.0 0.071
H -2.1388 4.3582 -3.9150 0.0 0.0 0.0 0.123
C 1.6284 0.8865 -3.9938 -0.1 0.0 0.0 -0.307
H 1.3196 -4.4146 4.1145 0.0 0.0 0.0 0.109
C 3.7307 -2.3891 -2.4271 0.0 0.0 0.0 -0.248
H 0.2920 -2.5814 2.7759 0.0 0.0 0.1 0.094
H 0.0019 -2.2409 -0.5505 -0.1 0.1 0.0 0.000
C 0.8256 -1.0928 4.2432 -0.1 0.1 -0.2 -0.224
C 2.6705 -0.1700 1.1841 -0.2 -0.1 -0.3 -0.390
H -7.0183 3.5948 0.8147 0.0 0.0 0.0 0.123
C -4.0400 0.5508 -3.5946 0.0 0.0 0.0 -0.078
C -2.8182 -1.3398 6.2153 0.0 0.0 0.0 -0.115
C -5.3517 4.1002 -1.2709 0.3 -0.2 0.2 -0.341
H 0.0949 -0.5805 -3.4941 -0.1 0.0 0.0 0.011
C -2.6299 -1.4168 -4.9686 0.0 0.0 0.0 -0.073
H -4.0610 -1.9466 0.3565 0.0 0.0 0.0 0.015
C -5.0671 3.3628 -0.0362 0.0 0.1 -0.2 -0.088
S 0.0605 4.9365 4.5068 -0.1 0.1 0.0 1.065
H -2.0784 -2.1785 -5.5076 0.0 0.1 0.0 0.115
C 0.6791 1.0270 4.5607 0.0 0.1 0.0 -0.317
H -0.3043 0.4619 -4.8501 0.0 0.0 0.0 0.078
N 1.3529 0.5327 5.6352 0.0 -0.1 0.1 0.195
N -4.6709 4.9142 -3.3550 -0.1 0.0 0.0 -0.219